A molecular structure, C25H70N6O7 in a non-equilibrium geometry, computed with ωB97M-V/def2-TZVPD.

```
108
Properties=species:S:1:pos:R:3
H -1.176 23.188 -7.183
H 5.427 19.688 -2.485
H -0.252 20.202 -5.143
H -3.569 19.338 -2.141
H 5.208 20.571 0.671
H -1.438 19.514 -3.903
H -0.721 17.604 -1.500
H -1.092 21.486 1.301
C 2.025 18.789 -1.925
C -2.843 17.590 -5.882
H 2.345 24.512 -0.849
O -2.652 17.163 -4.532
H -2.127 22.443 -1.041
O -5.612 19.614 -0.543
H 0.161 22.483 2.954
C -1.909 22.986 -6.402
H 2.634 17.011 -1.265
C 1.979 20.911 1.787
C -3.562 24.642 -7.099
N 0.013 15.290 -2.565
H -7.176 19.717 0.923
H -2.412 21.457 -5.080
N 3.126 18.988 0.799
H 2.632 21.613 -1.611
C -5.386 20.961 -0.910
C 2.814 23.529 -0.817
H 4.118 18.743 -1.756
H 0.980 23.345 1.669
H 3.890 23.551 -0.991
C 2.118 22.561 -1.776
C -1.552 16.902 -1.576
C -6.908 19.338 -0.063
H -3.333 22.641 -2.272
H -3.777 20.697 -2.831
H -2.990 16.905 -6.717
H 0.120 23.343 -1.621
H 2.820 23.217 0.228
H -1.308 20.936 -0.502
C -3.202 22.396 -1.218
H -0.233 14.824 -1.704
H -0.979 15.858 -4.825
H -2.807 25.262 -7.582
H 1.370 16.769 -2.495
H -1.461 20.434 -7.535
H -0.595 17.439 -4.271
H 1.090 19.912 -0.607
H 3.952 21.116 -0.417
O 0.414 21.999 -0.023
H -5.862 21.239 -1.850
N 2.043 19.591 -0.707
H 0.711 15.952 -2.256
H -1.631 23.577 -5.529
O 5.628 19.219 -0.417
H 2.580 20.428 -0.886
O -0.195 19.256 -2.241
H -0.115 21.925 -4.872
H -7.234 18.305 -0.181
C -0.429 21.176 -5.600
H 0.307 21.208 -6.403
C -1.328 16.641 -4.151
O -3.184 23.242 -6.974
H 3.825 19.880 2.423
H 0.091 21.657 -2.019
O 2.193 22.017 2.692
H 1.692 21.329 0.822
H 2.453 19.104 0.055
H 6.313 19.891 -0.442
C -1.274 15.957 -2.772
H 4.278 21.982 1.070
H -3.663 23.150 -0.580
H -3.860 25.165 -6.190
C 0.583 22.386 -1.376
C -0.929 21.645 0.235
H -1.710 16.377 -0.634
C 5.194 18.918 -1.749
C 4.200 20.985 0.636
H -3.390 20.553 -0.042
C -1.813 21.536 -5.987
H -5.835 21.606 -0.155
H 1.168 18.968 -3.830
H -7.647 19.838 -0.688
C 1.674 17.370 -1.638
H 3.063 18.838 -2.253
H 4.018 18.725 0.403
H -1.163 20.965 -2.909
H 5.666 18.042 -2.194
N 2.179 23.215 -3.169
H 1.235 20.165 2.069
H 3.070 23.625 -3.413
H -2.118 18.330 -6.222
H 1.313 20.500 -2.891
H -1.705 22.405 0.144
H -2.454 17.465 -1.815
H -4.427 24.670 -7.762
H 1.572 24.022 -3.137
C 1.113 22.930 2.668
C 1.048 19.443 -2.857
H 0.852 17.202 -0.942
H -2.990 21.187 -7.382
N -2.266 20.625 -6.956
H 1.323 23.804 3.284
C -1.294 19.883 -2.887
N -3.292 20.304 -2.037
H -2.267 19.728 -2.421
C -3.814 21.017 -0.933
C 3.293 20.164 1.515
H -3.770 18.143 -5.726
H -2.036 15.181 -2.851
```

LUMO energy in Ha: 0.012
Kohn-Sham gap in eV: 5.77